[1]
Computed, not measured: a cluster of 11 separate species, C48H129N11O13 in total, with ωB97M-V/def2-TZVPD.

The geometry in XYZ format:
```
201
C48H129N11O13, DFT ωB97M-V/def2-TZVPD
C -20.9047 4.5599 22.0495
O -22.1102 5.2409 21.7557
C -23.2019 4.8016 22.5117
C -24.4149 5.6598 22.1775
C -24.1805 7.1578 22.4118
N -25.6083 5.2791 22.9181
H -20.2256 4.8818 21.2630
H -21.0062 3.4702 22.0711
H -20.5747 4.9009 23.0374
H -23.3886 3.7294 22.3594
H -23.0043 4.8930 23.5932
H -24.5074 5.5673 21.0831
H -25.0096 7.7520 22.0339
H -23.3183 7.3912 21.7818
H -23.9466 7.3254 23.4619
H -26.0132 4.3902 22.6351
H -26.3546 5.9354 22.7199
C -13.1120 13.4069 18.6732
O -14.1001 12.3979 18.6323
C -13.7184 11.2699 19.3654
C -14.7591 10.1771 19.2068
C -16.1569 10.5571 19.7645
N -14.3766 8.9377 19.8800
H -12.9726 13.7120 19.7188
H -13.4810 14.2825 18.1454
H -12.1692 13.0300 18.2659
H -12.8035 10.8395 18.9197
H -13.4496 11.4950 20.4065
H -14.9116 10.0044 18.1336
H -16.4844 11.4586 19.2469
H -16.0967 10.6627 20.8491
H -16.8633 9.7337 19.6393
H -14.8072 8.1395 19.4237
H -13.3759 8.7978 19.7078
C -15.5044 8.7998 29.0615
O -15.7307 9.5064 27.8666
C -16.1454 10.8230 28.1332
C -16.2308 11.6713 26.8751
C -16.8811 13.0088 27.2191
N -17.0532 11.0298 25.8205
H -14.6869 9.2413 29.6414
H -15.2234 7.7675 28.8561
H -16.3825 8.7380 29.7123
H -17.1405 10.8425 28.6077
H -15.5690 11.3591 28.9013
H -15.2216 11.8650 26.5052
H -17.7863 12.8658 27.8184
H -17.1244 13.5713 26.3196
H -16.2686 13.6682 27.8382
H -17.9689 10.9360 26.2616
H -16.7316 10.0676 25.7269
C -18.6437 1.2805 21.7582
O -19.4776 0.9200 22.8414
C -18.9579 1.3435 24.1003
C -20.0382 1.0751 25.1408
C -21.4085 1.7186 24.9121
N -19.5387 1.6510 26.4140
H -18.4230 2.3512 21.6985
H -19.2177 1.0590 20.8563
H -17.7516 0.6481 21.7963
H -18.1153 0.6803 24.3289
H -18.7062 2.4058 24.0778
H -20.2755 0.0052 25.1990
H -21.3286 2.8059 24.8553
H -22.0808 1.4504 25.7308
H -21.9468 1.3703 24.0281
H -20.2515 1.4835 27.1154
H -18.7155 1.1042 26.6594
C -19.3861 8.3831 23.0554
O -20.2005 9.4550 22.6576
C -19.5424 10.7122 22.7677
C -20.5746 11.8210 22.5906
C -21.2342 11.7571 21.2354
N -19.9500 13.1331 22.7917
H -18.9838 8.4573 24.0737
H -18.5088 8.2948 22.4086
H -20.0018 7.4857 23.0726
H -19.0609 10.7499 23.7534
H -18.7546 10.7263 22.0079
H -21.3134 11.6571 23.3875
H -22.0385 12.4965 21.2395
H -21.7465 10.8019 21.0932
H -20.5054 11.8604 20.4337
H -20.5974 13.8429 23.1154
H -19.3511 12.9987 23.6095
C -11.1981 7.6003 17.8454
O -11.6049 8.1550 19.0658
C -10.5647 8.3061 20.0257
C -11.1770 8.6504 21.3937
C -10.1402 8.5830 22.4959
N -12.3332 7.8155 21.6934
H -10.4814 6.7789 17.9544
H -10.7561 8.3827 17.2173
H -12.0492 7.1853 17.3036
H -10.0217 7.3552 20.0895
H -9.8586 9.0975 19.7508
H -11.6182 9.6546 21.3582
H -9.8568 7.5409 22.6749
H -10.4707 9.0450 23.4245
H -9.1922 9.0631 22.2356
H -12.0688 6.8241 21.7079
H -12.8471 7.8075 20.8148
C -12.0918 5.0645 27.5762
O -13.4579 4.6814 27.5616
C -14.2899 5.7537 27.1525
C -15.7719 5.3227 27.2584
C -16.1145 4.0547 26.4915
N -16.6408 6.3995 26.8401
H -11.8735 5.9160 28.2268
H -11.7758 5.2450 26.5479
H -11.5295 4.2350 28.0037
H -14.0901 6.6884 27.6877
H -14.1312 5.9846 26.0883
H -15.9389 5.1736 28.3351
H -17.1919 3.9163 26.4562
H -15.6332 3.1865 26.9415
H -15.6295 4.1881 25.5184
H -16.7788 6.4571 25.8336
H -16.2944 7.3090 27.1271
C -13.3467 13.9256 28.7953
O -13.5617 13.8722 27.4147
C -13.0315 14.9594 26.6710
C -13.2919 14.7157 25.1940
C -12.7993 13.3130 24.8080
N -12.7957 15.8408 24.3960
H -13.9947 13.2216 29.3145
H -13.5760 14.9160 29.2077
H -12.3065 13.7030 29.0562
H -13.6087 15.8232 27.0287
H -11.9717 15.1036 26.9248
H -14.3802 14.6104 25.1174
H -11.8072 13.1411 25.2263
H -12.8680 13.1449 23.7284
H -13.5201 12.5680 25.1484
H -12.5249 15.4444 23.4957
H -11.8652 16.0297 24.7802
C -7.4846 14.0880 31.6264
O -8.8224 13.6278 31.7495
C -9.0333 12.6940 32.7935
C -9.0228 11.2500 32.3509
C -9.9568 10.9824 31.1729
N -9.3536 10.3434 33.4662
H -7.4296 14.6369 30.6886
H -6.6706 13.3789 31.7849
H -7.3698 14.8548 32.4098
H -8.3614 12.8363 33.6450
H -10.0308 12.9546 33.1642
H -7.9882 11.0027 32.0900
H -9.7353 11.5731 30.2811
H -10.9961 11.2667 31.3862
H -10.0602 9.9217 30.9381
H -10.2650 10.5876 33.8549
H -9.5646 9.4337 33.0662
C -12.0078 10.7297 27.2451
O -11.5322 9.9816 26.1406
C -12.3766 8.9073 25.7580
C -13.7106 9.3669 25.1507
N -14.2089 8.2727 24.3366
C -15.3184 8.6078 23.4364
C -15.9097 7.3517 22.8235
O -16.8250 6.8321 23.7714
C -17.3646 5.5781 23.4607
H -12.5098 10.1251 28.0106
H -12.7797 11.4042 26.8683
H -11.1918 11.2680 27.7222
H -12.5143 8.1763 26.5567
H -11.7539 8.4396 24.9911
H -13.4960 10.2048 24.4698
H -14.3361 9.6651 25.9939
H -13.4363 8.0072 23.7249
H -14.8968 9.2237 22.6360
H -16.0743 9.2018 23.9520
H -15.1174 6.6112 22.6635
H -16.3676 7.5859 21.8567
H -16.6238 4.8201 23.1682
H -18.0580 5.6644 22.6139
H -17.8520 5.1852 24.3525
C -3.2092 7.7473 31.1250
O -3.9935 8.2488 30.0852
C -3.4986 9.4594 29.5656
C -4.6038 10.1617 28.7564
N -5.6314 10.6325 29.6857
C -6.7581 11.3615 29.1417
C -7.7340 10.5159 28.3388
O -7.2111 10.2250 27.0442
C -8.1315 9.4507 26.3080
H -3.5129 6.7224 31.3430
H -3.3248 8.3129 32.0602
H -2.1388 7.7341 30.8827
H -2.6967 9.2911 28.8398
H -3.1956 10.1460 30.3606
H -5.0447 9.4174 28.0872
H -4.1949 11.0199 28.2253
H -5.8295 9.9279 30.3802
H -6.3435 12.1179 28.4742
H -7.3183 11.7905 29.9723
H -8.7250 10.9463 28.1220
H -8.0079 9.5750 28.8402
H -8.5141 8.6388 26.9327
H -7.6821 9.0769 25.3887
H -8.9629 10.0810 25.9701
```

Properties
E_HOMO: -8.15 eV
relative energy (zero: lowest compared OMol25 entry of this formula, charge and spin): 9.8 kcal per mole
largest force on an atom: 2.14 eV/Å
frontier orbital gap: 8.59 eV
structure (SMILES): COC[C@H](C)N.COC[C@H](C)N.COC[C@H](C)N.COC[C@H](C)N.COC[C@H](C)N.COC[C@H](C)N.COC[C@H](C)N.COC[C@H](C)N.COC[C@H](C)N.COCCNCCOC.COCCNCCOC
charge: 0
multiplicity: 1



[2]
Computed, not measured: a cluster of 13 separate species, C48H129N19O20 in total, with ωB97M-V/def2-TZVPD.

The geometry in XYZ format:
```
216
C48H129N19O20, DFT ωB97M-V/def2-TZVPD
C -7.1382 3.0189 2.9217
O -8.1257 2.9888 2.2038
N -5.8973 2.8625 2.3842
N -7.1993 3.2654 4.2770
H -5.9209 2.3188 1.4573
H -5.2569 2.3927 3.0031
H -8.1386 3.5482 4.6008
H -6.4548 3.7393 4.7614
C 1.8318 -5.9523 0.2836
O 2.0983 -5.1285 -0.5648
N 1.7088 -5.5886 1.5856
N 1.7934 -7.3038 0.1411
H 1.9613 -4.6524 2.0062
H 1.0878 -6.2198 2.1216
H 1.8519 -7.7886 0.9834
H 1.7912 -7.8057 -0.6905
C -1.8086 -2.3969 6.1345
O -1.6477 -1.8061 5.0883
N -2.9022 -2.1785 6.9197
N -0.9868 -3.2930 6.7865
H -2.9794 -2.4886 7.8769
H -3.6501 -1.5725 6.6206
H -0.0962 -3.5671 6.3587
H -1.0437 -3.3737 7.8319
C 3.7745 -2.7256 -3.5129
O 3.1977 -1.7621 -2.9365
N 3.9371 -3.9184 -2.8034
N 4.2080 -2.7269 -4.7786
H 4.2927 -4.7495 -3.2104
H 3.2571 -4.1111 -2.0387
H 4.2763 -1.9135 -5.3829
H 4.4704 -3.5499 -5.2353
C 1.3494 -2.3430 8.9112
O 0.6475 -1.9727 9.8457
N 1.8896 -3.6307 8.9324
N 1.6213 -1.6674 7.7755
H 1.3546 -4.2424 9.4754
H 2.3337 -3.9551 8.0988
H 1.9166 -2.2007 6.9170
H 1.2109 -0.7884 7.5488
C 2.0072 -2.7794 4.2342
O 2.1376 -3.2981 5.3934
N 0.9794 -2.0877 3.7450
N 3.0111 -2.9863 3.3800
H 0.7836 -2.0215 2.7890
H 0.0913 -2.1743 4.2598
H 3.8227 -3.2768 3.9045
H 3.1301 -2.1612 2.6911
C -5.1417 -3.7675 -1.8254
O -5.1783 -5.1694 -1.7680
C -4.8901 -5.5687 -0.4651
C -5.0191 -7.0354 -0.1796
N -4.5640 -7.9139 -1.3214
C -3.1224 -7.8947 -1.4728
C -2.7160 -7.0534 -2.6376
O -3.2283 -7.6798 -3.8086
C -2.7612 -7.1819 -4.9799
H -4.1345 -3.2925 -1.7379
H -5.6885 -3.2748 -0.9986
H -5.6433 -3.5289 -2.7788
H -5.3992 -5.0431 0.3003
H -3.8159 -5.2811 -0.4051
H -6.0525 -7.3700 -0.0574
H -4.5272 -7.3145 0.7418
H -4.8813 -7.5511 -2.2330
H -2.6731 -8.9005 -1.4984
H -2.6619 -7.4747 -0.5211
H -1.6588 -6.9778 -2.7845
H -3.1062 -6.0512 -2.5969
H -3.4215 -6.4755 -5.4953
H -2.6035 -8.0323 -5.6356
H -1.8929 -6.5597 -4.8030
C -2.6979 -3.7278 -4.1465
O -1.5459 -4.4452 -3.6374
C -0.4048 -3.7667 -3.3571
C 0.3216 -3.1388 -4.5656
N -0.1779 -1.8068 -4.8198
C 0.7647 -0.7947 -5.2365
C -0.0472 0.3164 -5.8068
O -0.7090 -0.1129 -6.9915
C -1.8233 0.7174 -7.1688
H -2.5799 -3.7320 -5.2016
H -2.7460 -2.7114 -3.7350
H -3.5733 -4.3231 -3.9410
H 0.2018 -4.5490 -2.9192
H -0.5858 -2.9456 -2.6378
H 0.3959 -3.8734 -5.4188
H 1.3346 -3.0203 -4.2220
H -0.9345 -1.8295 -5.5459
H 1.6201 -1.2007 -5.7558
H 1.3557 -0.4032 -4.3939
H 0.5913 1.2414 -5.9944
H -0.8213 0.5068 -5.0812
H -1.4803 1.5901 -7.7148
H -2.3134 0.8894 -6.2567
H -2.5016 0.2243 -7.8406
C -2.9817 2.2532 -3.1795
O -3.1451 2.7255 -1.8569
C -3.1807 1.6757 -0.8517
C -4.5082 1.0117 -0.7003
N -5.5124 2.0111 -0.5003
C -6.8533 1.5080 -0.7098
C -7.8383 2.6075 -1.0175
O -7.4075 3.1757 -2.1916
C -8.3655 4.2291 -2.4329
H -2.2227 1.5097 -3.2036
H -2.7757 3.1182 -3.8888
H -3.8319 1.6941 -3.5183
H -2.9233 2.2016 0.0582
H -2.4001 0.8979 -1.0519
H -4.4396 0.3218 0.2206
H -4.7291 0.3666 -1.6280
H -5.4460 2.7863 -1.1474
H -7.1996 0.9874 0.2157
H -6.8464 0.7758 -1.5011
H -7.9124 3.3629 -0.2057
H -8.9392 2.3617 -1.1061
H -8.0579 4.8444 -3.3033
H -8.4282 4.9407 -1.6423
H -9.3592 3.8196 -2.6067
C 6.1820 3.5618 1.8769
O 5.2086 2.7041 2.4704
C 5.3340 2.5620 3.8563
C 4.7157 3.6175 4.7298
N 3.2341 3.5725 4.8679
C 2.4970 3.6667 3.6242
C 1.0192 3.4959 3.8420
O 0.6957 2.1613 4.2546
C -0.5182 1.7127 3.5563
H 5.9415 3.7205 0.8399
H 7.1678 3.0958 1.8161
H 6.2833 4.5088 2.3475
H 6.3738 2.4268 4.1467
H 4.8770 1.5165 4.0730
H 5.0343 4.6080 4.3714
H 5.1896 3.6032 5.6743
H 2.9150 2.7162 5.3165
H 2.8921 3.0941 2.8345
H 2.5783 4.6581 3.2805
H 0.5696 3.7133 2.8799
H 0.6464 4.2591 4.5710
H -0.2731 1.6777 2.5146
H -1.3935 2.3897 3.6181
H -0.7331 0.7022 3.8726
C 3.1781 0.5547 1.6135
O 2.5093 -0.6657 1.3490
C 1.9259 -0.7521 0.0841
C 0.4066 -0.8199 0.0693
N -0.0173 -2.0859 0.5039
C -1.4076 -2.5079 0.2188
C -2.3798 -2.3753 1.3969
O -2.3212 -1.0492 1.9560
C -3.4294 -0.8228 2.8204
H 4.2114 0.2978 1.2255
H 3.4099 0.6854 2.6941
H 2.7432 1.3997 1.0800
H 2.3632 -1.6825 -0.3287
H 2.2069 0.0789 -0.5197
H 0.1103 -0.5831 -0.9862
H 0.0629 -0.1022 0.8040
H 0.5752 -2.8001 0.0009
H -1.2748 -3.6334 0.2281
H -1.8034 -2.2025 -0.7358
H -2.0579 -2.9974 2.2587
H -3.3763 -2.5300 1.0676
H -4.3382 -0.9850 2.2561
H -3.4028 0.2256 3.1171
H -3.3821 -1.5303 3.6932
C -2.0636 5.2825 1.2375
O -0.7264 4.9049 0.9826
C -0.4809 3.8789 0.0245
C 1.0025 3.7977 -0.2189
N 1.3481 5.0405 -0.9267
C 2.7785 5.4212 -1.1195
C 3.4687 5.8596 0.2344
O 3.0068 7.1392 0.6237
C 3.5124 7.4888 1.8570
H -1.9785 6.2441 1.7469
H -2.5231 4.5393 1.8838
H -2.7343 5.5185 0.3454
H -0.9811 4.0636 -0.9135
H -0.8105 2.8565 0.2738
H 1.3250 2.9186 -0.8687
H 1.5787 3.7010 0.7002
H 0.7674 5.7652 -0.4534
H 3.0257 6.0695 -1.9552
H 3.2588 4.4496 -1.2954
H 4.5483 5.8441 0.0194
H 3.2120 5.1249 0.9652
H 3.0299 8.3579 2.1520
H 4.6345 7.6203 1.7804
H 3.2685 6.7640 2.6643
C 9.0081 5.8671 -2.6625
O 8.1500 4.8399 -2.2244
C 7.0783 4.7531 -3.1042
C 6.5628 3.2880 -3.0220
N 6.0631 3.0726 -1.6577
C 5.7080 1.6994 -1.5102
C 4.6933 1.2069 -2.5229
O 3.5753 2.0062 -2.3846
C 2.5347 1.9060 -3.3381
H 9.7014 5.9795 -1.8707
H 8.5645 6.8522 -2.7765
H 9.4933 5.6468 -3.5824
H 7.3846 4.9910 -4.1114
H 6.3459 5.5372 -2.7306
H 7.5149 2.7244 -3.1622
H 5.8248 3.0696 -3.8040
H 5.1798 3.5643 -1.4941
H 5.2464 1.4860 -0.5718
H 6.6169 1.0289 -1.5671
H 4.4555 0.1020 -2.4599
H 5.1173 1.2895 -3.6065
H 2.8222 2.0116 -4.3719
H 1.7826 2.7177 -3.0720
H 2.0227 0.9748 -3.2291
```

Properties
E_HOMO: -8.24 eV
relative energy (zero: lowest compared OMol25 entry of this formula, charge and spin): 12.4 kcal per mole
largest force on an atom: 3.58 eV/Å
frontier orbital gap: 8.48 eV
charge: 0
multiplicity: 1



Which value of largest force on an atom does entry 1 give?
2.14 eV/Å



Look up the largest force on an atom of the second one.
3.58 eV/Å